Formula: C15H45AsF6N9O6
Source: the OMol25 dataset
Level of theory: the ωB97M-V functional and the def2-TZVPD basis

Geometry (Å):
As  0.896  -0.576  -0.405
F  -0.136  0.820  -0.490
F  -0.228  -1.387  0.643
F  1.779  -0.011  0.956
F  -0.046  -1.309  -1.739
F  1.821  -2.048  -0.444
F  1.946  0.142  -1.562
O  -2.855  2.330  -4.464
O  -4.331  1.588  2.674
O  2.111  -3.935  3.441
O  1.074  4.138  -0.294
O  0.687  -5.490  -3.929
O  -0.523  -1.588  5.393
N  1.055  -3.274  -3.489
N  0.464  -0.169  3.924
N  0.456  -4.693  -1.826
N  -2.531  0.608  1.635
N  3.011  3.836  -2.166
N  -1.460  0.441  5.031
N  -2.973  -0.292  -1.873
N  4.553  -4.739  4.764
N  -4.322  1.188  0.426
C  1.497  -2.962  2.625
C  0.061  4.013  0.671
C  -0.522  -0.516  4.807
C  -3.383  0.391  -3.142
C  3.823  -3.500  5.055
C  1.376  3.665  -3.986
C  0.707  -4.548  -3.153
C  2.323  -3.558  4.800
C  -2.385  1.530  -3.387
C  -4.818  0.818  -3.030
C  0.564  4.110  -1.630
C  -3.799  1.100  1.684
C  1.680  4.307  -2.639
C  4.522  -2.319  4.391
C  -2.036  2.376  -5.621
H  -2.102  0.168  -1.579
H  -2.497  -1.180  -2.043
H  0.591  4.190  -4.531
H  -5.185  1.519  -3.788
H  -3.839  0.598  -0.251
H  3.947  -3.302  6.131
H  -1.977  0.435  0.814
H  -0.219  2.961  0.770
H  0.539  -2.667  3.059
H  1.907  -4.378  5.389
H  5.594  -2.289  4.582
H  4.296  -2.245  3.328
H  2.310  3.677  -4.547
H  1.867  -2.605  5.073
H  4.274  -5.522  5.351
H  -1.365  1.385  4.709
H  -2.702  2.706  -6.413
H  -5.253  1.482  0.209
H  1.828  5.379  -2.819
H  -0.812  4.660  0.535
H  1.101  -0.832  3.524
H  1.079  2.619  -3.869
H  4.186  -1.397  4.884
H  1.356  -3.112  -4.431
H  0.505  4.356  1.609
H  -3.228  -0.302  -3.972
H  4.186  -5.039  3.857
H  2.072  -2.023  2.562
H  -1.414  1.102  -3.658
H  -0.240  4.844  -1.737
H  0.190  -5.583  -1.456
H  1.441  -3.325  1.606
H  -5.068  1.286  -2.083
H  2.870  2.884  -1.812
H  -1.592  1.390  -5.795
H  3.104  4.317  -1.268
H  0.287  0.710  3.468
H  -1.206  3.078  -5.493
H  0.704  -2.476  -2.974
H  -2.044  0.568  2.513
H  0.175  3.083  -1.733
H  0.346  -3.877  -1.245
H  -2.277  0.132  5.521
H  -5.520  -0.012  -3.159
H  -2.274  2.145  -2.489

- HOMO-LUMO gap (eV) = 9.59
- charge = -1
- E_tot (Eh) = -4378.0481
- LUMO level (eV) = 2.45
- energy above the lowest of the compared OMol25 structures with the same formula, charge and spin (kcal/mol) = 0.00
- multiplicity = 1

***

Formula: C18H14BCaCl3F2Li2N2NaO19S
Source: the OMol25 dataset
Level of theory: the ωB97M-V functional and the def2-TZVPD basis

Geometry (Å):
Ca  -3.357  0.164  4.447
Cl  2.453  7.284  -2.482
Cl  3.150  -4.030  -2.338
Cl  -0.161  -5.058  -3.735
S  1.888  -1.775  -1.140
Na  6.242  2.078  2.245
F  5.312  -3.442  -0.865
F  0.532  -2.522  -1.146
O  4.883  1.805  -0.953
O  -1.456  -4.791  -3.164
O  1.978  -1.114  -2.357
O  -8.968  1.997  -1.322
O  0.293  -3.915  -4.491
O  -8.209  0.160  -4.149
O  -2.319  1.014  -1.825
O  3.049  5.805  2.041
O  -7.084  1.176  -2.492
O  -10.538  1.177  -2.698
O  -5.576  4.462  0.056
O  1.878  -0.927  0.010
O  -5.684  1.995  1.624
O  3.017  6.090  -0.727
O  -0.223  -6.219  -4.584
O  4.592  1.395  1.784
O  -6.916  3.314  -1.330
O  0.789  -5.305  -2.657
O  -6.995  1.318  -0.055
N  3.040  -3.019  -0.966
N  1.120  -0.836  4.324
C  4.797  -1.157  -1.038
C  4.384  -2.508  -0.489
C  -9.390  1.330  -2.391
C  4.390  2.684  -0.252
C  0.446  -2.593  2.822
C  3.386  4.901  1.315
C  0.156  -3.427  3.901
C  3.776  3.619  1.909
C  -6.234  2.192  0.569
C  3.924  3.907  -0.862
C  0.928  -1.309  3.088
C  -6.179  3.470  -0.240
C  -8.185  0.805  -3.140
C  3.429  5.010  -0.222
C  0.833  -1.653  5.340
C  0.354  -2.950  5.183
C  4.250  2.521  1.265
C  -1.494  0.043  -2.187
B  -7.490  1.951  -1.306
Li  2.649  -3.158  1.167
Li  -1.194  -0.852  3.072
H  3.997  3.911  -1.942
H  5.875  -0.989  -0.933
H  -1.768  -0.536  -3.100
H  -1.325  -0.777  -1.443
H  3.655  3.591  2.988
H  0.301  -2.930  1.797
H  1.173  -0.622  2.280
H  0.998  -1.238  6.327
H  4.567  -1.026  -2.099
H  -0.445  0.350  -2.434
H  4.467  -2.451  0.622
H  -0.218  -4.430  3.736
H  4.318  -0.397  -0.407
H  0.141  -3.565  6.046

- HOMO-LUMO gap (eV) = 1.85
- charge = -1
- E_tot (Eh) = -5091.2678
- LUMO level (eV) = -1.92
- multiplicity = 1

***

Formula: C49H60BF4IrNO2P
Source: the OMol25 dataset
Level of theory: the ωB97M-V functional and the def2-TZVPD basis

Geometry (Å):
Ir  0.605  -0.440  -1.835
P  1.434  2.084  -1.708
F  0.561  -4.433  -3.371
F  0.865  -2.511  -2.143
F  1.464  -2.600  -4.405
F  2.690  -3.732  -2.838
O  -1.378  -0.715  -2.287
O  2.356  -0.570  -0.778
N  -0.097  -0.925  0.006
C  1.947  -1.807  5.433
C  3.285  -1.244  1.302
C  -1.378  2.246  1.978
C  0.119  -3.282  4.612
C  -1.970  2.355  0.730
C  2.484  3.449  -1.087
C  -2.063  -0.958  -1.232
C  3.860  3.240  -1.224
C  -5.563  -1.996  -2.530
C  0.481  1.526  -4.145
C  0.862  0.125  -3.843
C  2.171  -1.002  0.425
C  -1.232  2.286  -0.453
C  -3.822  -1.698  3.610
C  4.785  4.125  -0.700
C  2.994  -1.781  2.519
C  0.568  5.021  -0.356
C  -2.239  -0.991  1.255
C  2.967  5.482  0.074
C  -3.343  -2.862  -3.234
C  0.725  3.910  -3.750
C  -3.580  -1.127  1.162
C  -4.473  -1.018  2.400
C  -1.441  -0.974  0.070
C  0.632  -1.878  2.182
C  -4.147  -1.339  -0.144
C  2.017  4.613  -0.457
C  1.685  -2.149  2.983
C  1.551  -2.818  4.347
C  -0.268  3.136  -5.789
C  4.893  0.408  0.286
C  4.330  5.243  -0.022
C  5.726  -1.215  1.954
C  -4.678  0.472  2.716
C  0.163  2.138  -0.352
C  0.747  1.989  0.911
C  2.478  -4.039  4.427
C  -5.847  -1.658  2.180
C  -3.975  -0.464  -3.658
C  0.799  2.587  -3.296
C  -1.965  2.409  -1.763
C  5.026  -2.039  -0.287
C  -0.009  2.042  2.070
C  0.195  4.186  -4.990
C  -0.132  1.829  -5.370
C  -4.085  -1.638  -2.671
C  4.718  -1.018  0.821
C  0.843  -1.256  0.912
C  -3.461  -1.292  -1.319
B  1.429  -3.372  -3.265
H  1.943  -0.021  -3.876
H  -1.981  2.317  2.874
H  -6.147  -1.173  -2.109
H  1.059  4.723  -3.116
H  -4.506  0.413  -3.278
H  -1.756  -0.855  2.208
H  4.208  2.360  -1.750
H  5.845  3.934  -0.807
H  -0.051  4.563  -1.123
H  0.492  6.104  -0.467
H  -5.968  -2.215  -3.519
H  0.125  5.209  -5.336
H  0.075  -3.787  5.578
H  -2.940  -0.188  -3.844
H  5.916  0.539  -0.076
H  0.471  1.933  3.034
H  -3.804  -3.172  -4.175
H  -0.579  -2.442  4.649
H  0.415  -0.588  -4.527
H  -6.430  -1.130  1.424
H  5.501  -0.581  2.816
H  3.823  -1.983  3.185
H  -5.205  -1.546  -0.198
H  -0.363  -2.182  2.457
H  4.211  0.608  -0.534
H  -3.398  -3.701  -2.537
H  -4.484  -1.619  4.475
H  5.031  5.938  0.421
H  -5.711  -2.883  -1.910
H  -0.703  3.347  -6.757
H  2.321  -4.566  5.370
H  -3.739  0.932  3.031
H  4.349  -1.942  -1.133
H  -5.043  1.009  1.838
H  1.821  1.849  0.989
H  0.145  4.752  0.615
H  -1.637  1.666  -2.486
H  2.972  -1.456  5.299
H  1.874  -2.265  6.422
H  -3.042  2.509  0.658
H  -6.416  -1.621  3.111
H  3.531  -3.758  4.378
H  -0.430  1.014  -6.018
H  -3.637  -2.756  3.415
H  2.277  -4.734  3.609
H  -1.813  3.391  -2.221
H  -2.294  -2.648  -3.428
H  4.938  -3.057  0.097
H  -5.409  0.596  3.519
H  -2.877  -1.228  3.887
H  5.774  -2.255  2.287
H  6.719  -0.943  1.593
H  4.718  1.148  1.074
H  -0.224  -3.986  3.851
H  -4.430  -0.751  -4.609
H  -5.760  -2.705  1.879
H  2.618  6.381  0.569
H  6.048  -1.896  -0.645
H  -3.035  2.272  -1.605
H  1.287  -0.938  5.407

- HOMO-LUMO gap (spin up / spin down) (eV) = 5.59 / 5.60
- charge = 0
- E_tot (Eh) = -2978.6179
- LUMO level (spin up / spin down) (eV) = -2.08 / -2.07
- energy above the lowest of the compared OMol25 structures with the same formula, charge and spin (kcal/mol) = 19.89
- multiplicity = 1

***

Formula: C32H37FN3O6S
Source: the OMol25 dataset
Level of theory: the ωB97M-V functional and the def2-TZVPD basis

Geometry (Å):
S  2.600  -2.245  0.857
F  -6.073  0.470  -5.754
O  -0.399  -1.442  1.323
O  -4.726  -1.152  -5.128
O  5.551  -1.271  0.792
O  -2.789  -2.563  -3.005
O  -5.716  -2.188  -2.633
O  4.264  -2.493  -2.596
N  -5.794  -0.004  -3.405
N  -6.869  2.274  4.413
N  1.322  -0.765  -1.190
C  1.242  3.239  1.161
C  -5.242  1.044  2.244
C  5.709  1.323  -0.486
C  -2.201  0.408  2.565
C  2.033  -1.446  -0.416
C  -2.260  -1.824  -2.216
C  -5.473  -0.315  -4.765
C  -0.727  -1.464  -2.253
C  1.897  1.840  0.781
C  -5.136  -0.036  -0.087
C  -3.077  -1.092  -1.078
C  -5.399  2.512  2.353
C  -4.413  0.333  1.158
C  6.077  -2.418  1.467
C  -5.370  -1.049  -2.480
C  -1.192  2.188  0.873
C  -6.698  0.924  4.288
C  -0.238  3.426  0.638
C  -1.012  1.462  2.258
C  5.498  0.033  -1.377
C  -6.209  3.009  3.469
C  3.152  1.974  -0.212
C  3.042  -4.430  -2.110
C  5.785  -1.336  -0.630
C  -4.498  -0.742  -1.218
C  -0.865  -1.129  0.256
C  -2.973  -0.004  1.283
C  4.531  1.669  0.509
C  4.072  -3.753  -3.034
C  -2.375  -0.716  0.164
C  -0.077  -1.132  -1.090
C  -5.939  0.211  3.258
H  -0.649  4.355  1.140
H  -1.721  -0.519  2.997
H  -5.414  0.907  -3.125
H  4.951  -4.439  -3.043
H  5.095  -2.097  -1.113
H  6.276  0.084  -2.198
H  3.397  -4.469  -1.077
H  -4.908  3.165  1.594
H  1.180  1.071  0.396
H  6.841  -2.154  2.254
H  -1.101  1.525  -0.027
H  3.676  -3.890  -4.067
H  -0.063  0.876  2.369
H  3.148  2.936  -0.788
H  4.430  0.923  1.347
H  1.865  4.031  0.641
H  2.854  -5.467  -2.433
H  6.552  -3.164  0.771
H  -2.257  2.582  0.861
H  -6.217  0.239  -0.198
H  4.827  2.642  1.022
H  -7.201  0.285  5.065
H  -5.859  -0.896  3.189
H  -2.876  0.822  3.357
H  5.984  2.204  -1.133
H  6.626  1.122  0.152
H  2.080  -3.905  -2.128
H  5.216  -2.915  1.997
H  6.833  -1.716  -0.830
H  3.014  1.137  -0.961
H  -0.208  3.645  -0.465
H  -1.030  2.210  3.100
H  4.509  -0.012  -1.908
H  2.329  1.416  1.739
H  -6.305  4.127  3.552
H  -0.246  -1.460  -3.257
H  1.338  3.466  2.259

- HOMO-LUMO gap (eV) = 3.90
- charge = -1
- E_tot (Eh) = -2355.1376
- LUMO level (eV) = 0.75
- energy above the lowest of the compared OMol25 structures with the same formula, charge and spin (kcal/mol) = 0.00
- multiplicity = 1